DFT (ωB97M-V/def2-TZVPD) results for 8 unconnected molecules or ions with the total composition C23H50N2O22S3 in a non-equilibrium geometry.

Geometry as XYZ:
```
100
Properties=species:S:1:pos:R:3:mulliken_charge:R:1
C 24.3220 4.6640 3.0270 -0.432
N 24.2850 4.4450 1.4710 0.707
C 25.6680 4.7130 0.9160 -1.741
C 24.0580 2.9190 1.3540 -0.763
C 23.1730 5.1510 0.7310 -0.473
C 21.7480 4.8710 1.2900 -0.322
O 20.8220 5.3820 0.3610 -0.694
H 23.3850 4.5410 3.4600 0.617
H 24.5370 5.9140 3.1440 -0.495
H 25.0460 4.2040 3.6170 0.327
H 26.3480 4.3180 1.5550 0.953
H 25.8010 5.7160 0.9150 0.184
H 25.5880 4.4560 -0.0550 0.581
H 23.2750 2.1890 1.8330 0.311
H 24.8630 2.4910 1.8420 0.208
H 24.0050 2.7150 0.1900 0.287
H 23.3260 4.8680 -0.3210 0.379
H 23.3500 6.1890 0.8040 0.324
H 21.4460 5.4550 2.2310 -0.128
H 21.5640 3.8460 1.2800 0.553
H 20.8980 6.3390 0.3380 0.412
N 21.7530 8.2750 2.3920 0.765
O 21.1350 8.1330 1.2490 -0.714
O 21.5080 9.3190 2.9950 -0.675
O 22.3190 7.4260 2.9750 -0.310
O 28.6440 7.5250 5.0290 -0.614
S 27.3950 7.0090 5.0930 1.173
O 26.3850 7.6040 5.8860 -0.645
O 26.7120 7.1590 3.6180 0.107
C 26.6950 8.5300 3.1940 -0.330
C 26.2660 8.5550 1.6740 -1.292
C 27.5480 5.3220 5.3980 -1.146
H 27.7010 9.0990 3.0980 0.263
H 26.1210 9.3080 3.8410 0.344
H 26.2680 9.5590 1.4480 0.546
H 25.4480 8.0020 1.4480 0.031
H 26.8330 8.2810 0.8170 0.426
H 28.0660 5.0600 6.3660 0.457
H 28.1340 4.7720 4.6940 0.274
H 26.8530 4.6230 5.5550 0.457
O 31.2610 3.8230 1.0900 -0.671
S 30.4380 4.7180 1.8630 1.045
O 29.0000 4.5160 1.8290 -0.343
O 30.9740 4.4200 3.4410 -0.401
C 30.7830 2.9640 3.9160 0.196
C 31.0820 3.1070 5.4370 -1.417
C 30.7660 6.4020 1.5970 -0.890
H 31.5090 2.3640 3.4530 0.593
H 29.7420 2.6120 3.8900 -0.066
H 30.3950 3.5730 6.1350 0.288
H 32.1460 3.4580 5.6440 0.339
H 31.0690 2.1270 5.8870 0.452
H 31.6360 6.6190 2.0330 0.460
H 29.9670 7.0100 2.2530 0.102
H 30.5700 6.9030 0.5630 0.311
O 29.2750 -2.0310 2.7920 -0.629
S 29.6840 -0.6940 3.2040 1.156
O 31.1260 -0.4310 3.2700 -0.641
O 28.9350 0.5230 2.3120 -0.033
C 28.9450 0.3870 0.9620 -0.559
C 28.0890 1.4580 0.3470 -0.675
C 29.2110 -0.4780 4.8820 -0.678
H 28.6760 -0.4950 0.4410 0.474
H 29.9960 0.4570 0.6590 0.372
H 27.9480 1.1340 -0.6020 0.565
H 28.5340 2.4320 0.6050 -0.027
H 26.9920 1.5910 0.7270 -0.029
H 28.0830 -0.9010 5.0510 0.177
H 29.2250 0.5490 5.3660 0.113
H 29.9780 -1.1040 5.3700 0.423
C 25.1650 -0.0520 7.0220 -0.466
C 24.0020 0.9590 6.8740 -0.418
O 24.4620 1.8860 5.7950 -0.354
C 25.7290 1.5160 5.3680 0.358
O 26.2450 2.0970 4.4990 -0.118
O 26.1050 0.5470 6.0680 -0.283
H 24.8530 -1.0710 6.8070 0.317
H 25.4920 -0.0300 7.9650 0.365
H 23.6240 1.5200 7.7050 0.377
H 23.1340 0.2300 6.7480 0.244
C 19.0050 6.6030 3.9110 0.513
C 18.1760 7.1600 2.7470 0.080
O 16.9380 6.5470 3.0880 -0.334
C 16.9540 5.7240 4.0870 0.578
O 15.9560 5.0800 4.5080 -0.647
O 18.1490 5.7180 4.6550 -0.319
H 19.4080 7.3870 4.6430 0.036
H 19.8960 6.1100 3.6570 -0.277
H 18.6870 6.7150 1.8090 0.109
H 18.2310 8.2900 2.5960 0.288
C 22.4940 8.0290 6.4870 -0.508
C 23.4850 6.8880 6.0130 0.389
O 22.6980 5.7430 6.1120 -0.125
C 21.6660 5.9320 6.9760 0.644
O 20.8600 5.0990 7.2900 -0.573
O 21.5590 7.2840 7.2030 -0.397
H 22.0260 8.4900 5.7440 0.351
H 22.9850 8.7100 7.0550 0.380
H 24.1900 6.6580 6.7560 0.399
H 23.9690 6.9070 5.0630 -0.526
```

For the energy above the lowest of the compared OMol25 structures with the same formula, charge and spin, the calculation gives 10.9 kcal per mole. As for the maximum force: 6.97 eV/Å. The HOMO energy comes out at -8.39 eV. Its multiplicity is 1. The calculation puts the electronic energy at -3865.178637 a.u. The gap between HOMO and LUMO is 7.969 eV.